The following is a quantum chemistry calculation of the ion C5H8IN2 with charge +1 at a distorted geometry, from the OMol25 dataset.

Positions of all 16 atoms, in Å:
I -1.31 2.05 -2.56
N -0.46 2.50 0.91
N -0.49 1.13 -0.98
C 0.59 0.14 0.90
C 0.78 -0.95 -0.20
C -0.08 1.32 0.24
C -1.21 -1.32 -1.92
C -0.30 -0.94 -1.12
H -0.10 -0.33 1.64
H -1.72 -0.58 -2.56
H -0.08 2.75 1.81
H 1.64 -0.70 -0.82
H -1.44 -2.43 -2.02
H 1.57 0.27 1.17
H 0.80 -2.04 0.18
H -0.86 3.32 0.54

For the HOMO-LUMO gap, the calculation gives 9.172 eV. Its net charge is +1.